# 1
DFT (the ωB97M-V functional and the def2-TZVPD basis) results for a molecular structure, C28H32N4O6 in a non-equilibrium geometry.

Calculated values
F_max   14.75 eV/A
Gap between HOMO and LUMO   0.2993 hartree
Spin multiplicity   1

Structure (XYZ):
```
70
Properties=species:S:1:pos:R:3:forces:R:3
C 3.7176 2.7727 -2.4468 -0.328 4.091 2.053
C 2.7871 1.7289 -2.1106 -5.379 0.831 -1.092
N 1.6382 2.4716 -1.5442 -4.027 -3.313 3.154
C 0.6836 1.6243 -0.7984 0.585 -2.336 -1.292
O 0.7313 0.2536 -0.8719 0.193 6.869 0.536
C -0.4108 2.3696 0.0098 1.399 0.350 0.196
C -1.4189 1.9552 1.0389 5.293 6.136 -7.437
N -1.9257 3.2714 1.1530 -5.168 -2.055 5.133
C -1.3421 4.2840 0.5320 1.683 1.386 -0.115
N -0.3130 3.7732 -0.1741 -1.362 -1.069 0.487
H -1.6000 5.4919 0.7728 0.730 -3.970 -0.948
H -2.7692 3.3678 1.8382 2.030 -0.133 -1.717
C -1.8666 0.6422 1.3019 -5.645 11.038 7.897
O -2.7669 0.9635 2.2787 1.429 -3.880 -2.477
N -1.3614 -0.3125 0.7903 0.846 -8.260 -0.101
C -2.0608 -1.6123 1.2073 4.253 0.300 -8.086
C -3.1789 -1.9058 0.1713 -4.821 6.926 4.513
C -3.4633 -0.5497 -0.6118 1.967 3.003 -3.704
C -2.4652 -0.0914 -1.8119 -6.596 -5.413 9.266
C -2.7171 1.0430 -2.3162 3.146 2.796 -7.095
C -3.7145 1.9031 -2.1691 -3.532 1.212 5.532
C -4.6537 1.7064 -0.8862 5.604 0.119 -7.321
C -4.4195 0.5314 -0.2952 -1.465 -5.241 4.352
H -5.1412 0.2522 0.6462 1.777 0.631 -2.174
H -5.3079 2.4864 -1.0049 -2.218 1.256 1.449
H -3.6714 2.8679 -2.6183 -0.432 0.406 -0.631
H -1.9975 1.0359 -3.2451 -1.219 1.548 1.274
H -1.7553 -0.7378 -2.0434 3.228 -2.583 -1.202
H -4.1836 -1.9931 0.8222 2.107 -0.602 -1.635
H -2.9983 -2.6262 -0.4771 0.731 -3.502 -2.654
C -0.9307 -2.5471 0.7420 -0.913 -4.905 4.514
O -0.6495 -3.5281 1.4599 -0.448 1.538 0.228
O -0.4632 -2.4653 -0.4166 -0.325 1.432 -3.089
C 0.5229 -3.4708 -1.0339 1.172 7.610 0.938
C 0.7193 -2.8201 -2.4016 -3.323 6.071 1.302
H 1.0472 -1.4988 -2.2696 -1.124 -4.309 -0.197
H -0.1270 -2.8424 -3.1710 1.206 -0.452 1.300
H 1.5628 -3.2477 -2.6444 4.402 -2.151 -2.637
C 0.0419 -4.7459 -1.0644 -3.054 -6.822 3.242
H -0.9971 -4.7185 -1.5293 1.534 -0.819 -0.096
H 0.8787 -5.4750 -1.4356 -2.065 1.205 0.187
H -0.2272 -5.1141 0.1591 1.024 0.963 -3.746
C 1.7296 -3.2625 -0.1666 2.546 0.827 -0.064
H 1.6137 -3.7017 0.8490 0.162 0.501 -0.849
H 2.5023 -3.7633 -0.7227 0.649 -1.161 0.102
H 2.3056 -2.2459 -0.2029 -2.065 -1.141 0.360
H -2.2380 -1.7804 2.1636 -0.874 -0.061 4.283
H -0.4719 -0.3674 0.2593 -0.245 0.714 -0.464
H 1.4456 3.4791 -1.5611 0.375 -0.702 0.249
H 2.1917 1.1932 -2.9150 1.985 0.049 0.234
C 3.2608 0.8265 -1.1148 2.458 -2.433 1.234
O 3.6335 -0.2936 -1.3542 -0.264 -0.709 -0.105
O 3.5254 1.4627 0.0043 -0.416 -1.057 4.107
C 3.7562 0.5499 1.3587 -1.160 -0.639 -3.041
C 2.5943 0.4113 2.2589 -1.039 5.755 1.200
C 2.0720 -0.6767 2.7454 2.810 -9.226 -3.848
C 0.8733 -0.9576 3.2529 -5.741 2.878 5.869
C 0.1253 0.2396 3.7790 11.983 0.978 -8.551
C 0.6792 1.5831 3.3586 -0.369 -6.461 2.296
C 1.9249 1.5976 2.8391 1.764 1.393 -5.888
H 2.1846 2.5140 2.1460 -0.097 -1.028 2.186
H 0.1660 2.3626 3.7455 -1.380 2.845 0.574
H -0.6332 0.1469 4.2674 -8.906 -0.928 5.411
H 0.3991 -1.9079 3.7137 1.537 1.169 -1.585
H 2.5930 -1.7656 2.2662 -1.069 3.007 1.498
H 4.1165 -0.4131 0.9768 -0.107 0.370 0.147
H 4.4838 1.0967 1.8271 2.007 1.384 0.784
H 4.5879 2.3984 -2.8404 2.199 -0.566 -1.111
H 3.1033 3.3638 -3.2018 1.547 0.142 0.998
H 4.0424 3.4168 -1.2641 -1.189 -1.798 -4.131
```
Positions in Å, forces in eV/Å.

***

# 2
DFT (the ωB97M-V functional and the def2-TZVPD basis) results for 2 unconnected molecules or ions with the total composition CH2N2O2 in a non-equilibrium geometry.

Calculated values
F_max   2.54 eV/A
Gap between HOMO and LUMO (spin up / spin down)   0.2729 / 0.2731 hartree
Spin multiplicity   1

Structure (XYZ):
```
7
Properties=species:S:1:pos:R:3:forces:R:3
C 1.3878 0.7299 -1.1100 0.132 1.042 2.252
N -1.6907 -0.8544 1.4750 -0.398 0.566 1.866
N 0.0440 0.5186 0.9765 1.307 0.613 -1.102
O 2.3341 1.4061 -1.1244 -1.250 -0.928 0.098
O -0.7597 -0.3669 0.7062 -0.102 -1.186 -2.246
H 0.8614 0.1415 -1.8585 -0.316 -0.369 -0.228
H -2.1768 -1.5747 0.9351 0.626 0.262 -0.639
```
Positions in Å, forces in eV/Å.

***

# 3
DFT (the ωB97M-V functional and the def2-TZVPD basis) results for a molecular structure, C36H41N9O6S2Sm in a non-equilibrium geometry.

Calculated values
F_max   3.03 eV/A
<S²>   8.7565
Gap between HOMO and LUMO (spin up / spin down)   0.2458 / 0.2459 hartree
Charge   -1
Spin multiplicity   6

Structure (XYZ):
```
95
Properties=species:S:1:pos:R:3:forces:R:3
Sm 0.8475 0.8110 0.2504 1.606 -0.648 2.481
O -0.1553 2.9467 0.7330 -0.011 -0.470 -0.170
C -0.2070 3.9044 -0.0920 0.089 0.822 -0.295
C -1.4286 4.6250 -0.3016 -0.009 -0.215 0.187
C -1.5212 5.6812 -1.1606 0.067 0.009 0.007
C -0.4037 6.1215 -1.8811 0.012 0.186 -0.258
C 0.7839 5.4586 -1.7235 0.100 -0.039 0.070
C 0.9325 4.3707 -0.8455 -0.859 -0.106 -0.060
C 2.2073 3.7409 -0.7837 0.649 -0.220 0.419
N 2.5570 2.7406 -0.0450 -0.259 0.103 -0.549
C 3.9616 2.3637 -0.1021 0.507 -0.178 0.037
C 4.1803 1.0479 0.6628 0.176 0.363 -0.049
N 3.3370 0.0585 0.0429 0.235 -0.180 -0.039
C 3.8598 -1.0339 -0.3739 0.153 0.575 0.247
C 3.1900 -1.9983 -1.1879 -0.702 -0.392 -0.513
C 3.7610 -3.2712 -1.3607 0.044 0.072 0.169
C 3.1758 -4.2012 -2.1747 0.075 -0.148 0.007
C 2.0187 -3.8645 -2.8829 -0.080 0.201 0.010
C 1.4544 -2.6120 -2.7905 0.011 0.037 0.098
C 2.0116 -1.6262 -1.9043 0.554 -0.176 0.059
O 1.5212 -0.4366 -1.8222 0.416 0.177 -0.199
H -2.2996 4.2762 0.2372 -0.006 -0.056 0.090
H -2.4687 6.1876 -1.2971 -0.082 -0.009 0.028
H -0.4949 6.9490 -2.5710 0.059 0.035 -0.019
H 1.6516 5.7723 -2.2902 0.099 0.038 -0.069
H 2.9748 4.2144 -1.4196 -0.053 -0.053 0.101
H 4.5803 3.1630 0.3390 -0.054 -0.177 -0.053
H 4.2847 2.2176 -1.1460 -0.040 0.066 0.189
H 3.8702 1.1783 1.7079 0.062 -0.066 -0.078
H 5.2500 0.7676 0.6384 -0.242 0.067 0.050
H 4.9159 -1.2624 -0.1398 -0.174 0.148 -0.010
H 4.6663 -3.5123 -0.8194 0.135 -0.007 0.056
H 3.6023 -5.1876 -2.2882 0.056 -0.068 0.014
H 1.5565 -4.5853 -3.5415 -0.099 -0.037 -0.099
H 0.0777 -1.4084 -3.4930 0.170 -0.356 -0.183
O -0.7710 0.1325 -3.4786 0.055 0.157 -0.124
S -0.6591 0.1538 -2.0115 -2.540 -0.639 -1.151
O 0.3595 -2.3533 -3.5468 0.045 0.205 0.061
O -0.0911 -1.4817 0.1528 0.138 -0.512 0.320
O -0.1772 1.4805 -1.5440 -0.369 1.476 -1.072
C 2.0194 3.4998 4.3269 -0.124 -0.093 0.068
C 1.0954 3.1017 5.2798 0.078 -0.020 -0.157
C 0.2017 2.1006 4.9516 -0.007 -0.058 -0.203
C 0.2594 1.5187 3.6812 0.247 0.341 0.430
N 1.1384 1.9223 2.7611 -0.243 -0.235 0.173
C 1.9846 2.8849 3.0834 0.257 0.257 0.097
C -0.7185 0.4805 3.3049 -0.676 -0.262 0.014
C -1.3293 -0.3254 4.2723 0.124 0.197 -0.221
C -2.3662 -1.1558 3.8937 0.015 0.149 -0.205
C -2.7759 -1.1458 2.5699 0.114 0.082 -0.025
C -2.0821 -0.3544 1.6631 -0.374 -0.133 0.050
N -1.0731 0.4314 2.0154 0.201 0.139 0.492
H 2.7414 4.2739 4.5412 0.043 0.045 -0.074
H 1.0613 3.5711 6.2540 0.017 -0.002 0.032
H -0.5533 1.7902 5.6588 -0.023 -0.032 -0.022
H 2.6630 3.1902 2.2981 0.009 0.031 -0.022
H -0.9675 -0.3321 5.2888 0.046 0.067 0.042
H -2.8581 -1.7860 4.6220 0.018 -0.069 0.028
H -3.5921 -1.7643 2.2315 -0.074 -0.047 -0.083
H -2.3442 -0.3408 0.6116 0.011 -0.073 0.216
S 1.9758 -0.8109 2.7838 0.172 0.458 0.126
C 2.0933 -2.4547 2.3657 -0.113 -0.102 0.184
N 3.1826 -3.1877 2.8069 0.199 -0.152 0.093
C 3.1780 -4.4602 2.1155 0.149 -0.374 -0.060
C 1.7487 -4.4840 1.5204 0.101 -0.273 0.007
N 1.2264 -3.1460 1.7045 -0.013 0.089 -0.116
H 4.0475 -2.7007 2.9838 -0.197 0.060 -0.095
H 3.3566 -5.2819 2.8169 -0.001 -0.022 -0.138
H 3.9375 -4.5031 1.3252 -0.046 -0.012 0.040
H 1.1104 -5.2050 2.0464 0.062 -0.046 -0.095
H 1.7574 -4.7287 0.4542 -0.006 -0.141 0.071
H 0.2717 -2.2478 0.6909 0.122 0.284 0.226
C -4.0350 -3.2063 -2.5250 -0.002 0.135 0.292
C -3.0357 -3.1119 -1.3728 -0.112 -0.248 -0.152
N -2.4806 -1.7955 -1.1941 -0.341 -0.183 -0.066
C -3.0979 -0.7603 -1.6765 -0.573 -1.031 0.216
N -2.4919 0.4270 -1.4852 1.079 0.477 -0.292
C -3.0890 1.6476 -1.9464 -0.102 0.362 -0.258
C -3.9149 1.4068 -3.2050 -0.061 -0.128 0.228
C -4.9545 0.3469 -2.8706 -0.159 0.427 -0.168
N -4.3165 -0.8214 -2.3218 0.236 0.130 -0.054
C -5.0341 -2.0676 -2.3609 -0.073 -0.388 0.036
H -4.5444 -4.1732 -2.5203 0.036 0.024 -0.060
H -3.5090 -3.0726 -3.4723 -0.010 -0.080 -0.040
H -2.2021 -3.8012 -1.5398 -0.092 -0.075 0.023
H -3.5319 -3.4224 -0.4379 0.064 -0.074 -0.110
H -0.8836 -1.7843 -0.3505 -0.024 0.328 -0.052
H -2.2572 2.3343 -2.1340 -0.220 0.146 0.053
H -3.7157 2.0740 -1.1463 0.091 0.060 -0.155
H -3.2472 1.0242 -3.9765 0.027 0.037 -0.106
H -4.3986 2.3173 -3.5637 0.000 0.008 0.044
H -5.5134 0.0483 -3.7698 0.107 0.030 0.158
H -5.6849 0.7615 -2.1547 -0.004 -0.004 -0.104
H -5.7345 -2.0342 -3.2044 0.081 0.018 0.129
H -5.6268 -2.2147 -1.4405 0.028 -0.009 -0.144
```
Positions in Å, forces in eV/Å.